[1]
9
Properties=species:S:1:pos:R:3:forces:R:3 method="wB97M-V/def2-TZVPD" relative_energy_ev=0.010 energy_ev=-16362.49730 homo_energy_ev=-9.22
C 0.29673 0.25473 0.15893 0.431 -0.230 0.687
C 0.78902 -1.08511 0.62309 0.031 0.067 0.155
O -0.19424 0.18800 -1.07738 -0.600 0.138 -0.979
O 0.31615 1.27197 0.78951 0.105 0.195 0.499
O -2.77618 1.71702 -1.06001 -0.448 -0.116 0.243
I -1.10119 1.88724 -1.65250 0.474 0.046 -0.521
H 1.33165 -1.59019 -0.16926 0.018 -0.060 -0.062
H 1.41589 -0.95354 1.49970 -0.003 -0.001 0.002
H -0.07785 -1.69012 0.88792 -0.008 -0.038 -0.025

[2]
10
Properties=species:S:1:pos:R:3:forces:R:3 method="wB97M-V/def2-TZVPD" relative_energy_ev=0.000 energy_ev=-27199.27967 homo_energy_ev=-10.03
C 0.81162 0.18256 0.67580 -1.846 3.582 -0.956
C 0.03318 -0.36028 -0.52297 1.766 1.559 -0.979
O 2.67540 -1.95213 -1.44623 -0.679 -0.166 -3.044
O 2.54294 -2.19802 0.89134 1.230 0.385 -0.119
O 0.23554 -0.01472 -1.67495 -0.979 -0.903 1.918
S 3.35112 -1.76713 -0.24007 -0.246 -0.728 3.073
I 2.58513 1.33483 -0.04520 -1.368 -0.461 0.886
H 1.08890 -0.62339 1.21833 1.646 -2.589 1.594
H 0.12952 0.72562 1.45895 1.243 -0.281 -1.841
H -0.60832 -1.15891 -0.15676 -0.767 -0.397 -0.532